No. 1
103
Properties=species:S:1:pos:R:3:forces:R:3:lowdin_charge:R:1 method="wB97M-V/def2-TZVPD" molar_mass_da=760.20 homo_ha=-0.0749 energy_ha=-3065.07189 total_charge=-1
C 1.331 -4.188 -1.760 0.2 0.0 0.1 -0.111
C 1.966 -3.432 -0.597 0.0 0.0 -0.1 -0.272
C 3.450 -3.154 -0.805 0.0 0.0 0.1 -0.223
C 4.345 -4.390 -0.649 0.0 0.0 -0.1 -0.213
C 5.696 -4.064 -0.007 -0.1 0.0 0.1 -0.225
C 5.595 -4.076 1.515 -0.1 0.1 0.0 -0.220
C 5.499 -5.488 2.129 -0.1 0.2 0.2 -0.204
C 4.119 -5.842 2.726 -0.1 -0.2 -0.1 -0.222
C 4.148 -6.442 4.137 0.1 0.1 0.0 -0.218
C 4.039 -5.408 5.267 0.1 -0.1 0.1 -0.214
C 4.957 -4.184 5.176 -0.2 -0.1 -0.1 -0.202
C 4.440 -2.955 5.947 0.2 0.1 0.0 -0.211
C 4.019 -1.735 5.089 -0.2 -0.2 -0.1 -0.381
C 2.534 -1.523 4.794 0.0 0.2 -0.1 -0.601
Cl 2.133 -2.521 3.217 0.0 -0.2 -0.1 0.277
H 1.421 -3.622 -2.688 0.0 0.0 0.0 0.058
H 1.822 -5.153 -1.912 0.0 0.0 0.0 0.070
H 0.273 -4.376 -1.584 0.0 0.0 0.0 0.059
H 1.854 -4.000 0.329 -0.1 0.1 0.1 0.090
H 1.440 -2.486 -0.455 0.0 0.0 0.1 0.103
H 3.769 -2.404 -0.077 0.0 0.0 0.0 0.104
H 3.597 -2.724 -1.802 0.1 0.1 0.0 0.108
H 3.825 -5.104 -0.003 0.0 -0.1 -0.1 0.101
H 4.501 -4.869 -1.619 -0.1 -0.1 0.0 0.104
H 6.447 -4.790 -0.331 0.1 0.1 0.0 0.099
H 6.016 -3.070 -0.333 0.1 -0.1 -0.1 0.105
H 6.438 -3.536 1.952 0.1 0.0 0.0 0.105
H 4.701 -3.511 1.794 0.0 0.1 0.1 0.079
H 5.756 -6.231 1.368 0.1 0.0 0.0 0.101
H 6.249 -5.564 2.918 0.1 -0.1 0.0 0.096
H 3.478 -4.957 2.738 0.0 0.0 0.0 0.058
H 3.635 -6.563 2.062 -0.1 0.0 0.0 0.097
H 3.311 -7.137 4.240 0.0 0.0 0.1 0.096
H 5.054 -7.046 4.264 0.0 0.0 0.0 0.101
H 4.260 -5.918 6.212 -0.1 0.0 0.1 0.102
H 3.002 -5.072 5.344 0.0 0.1 -0.2 0.104
H 5.949 -4.462 5.544 0.1 0.0 -0.1 0.105
H 5.088 -3.897 4.135 0.0 0.0 -0.1 0.071
H 3.574 -3.243 6.552 0.1 0.0 0.1 0.094
H 5.223 -2.616 6.632 0.0 -0.1 0.1 0.089
H 4.379 -0.833 5.593 0.0 0.0 0.0 0.062
H 4.559 -1.778 4.137 0.0 0.1 0.0 0.071
H 1.960 -2.124 5.521 0.0 -0.1 0.0 -0.053
C -3.579 -2.181 -3.832 0.0 -0.1 0.1 -0.116
C -3.224 -2.907 -2.545 0.0 0.1 0.0 -0.104
O -2.065 -3.652 -2.930 0.0 -0.1 0.0 0.051
C -1.488 -3.040 -3.989 0.0 0.0 0.1 -0.572
O -0.418 -3.309 -4.427 0.0 0.0 -0.2 0.159
O -2.303 -2.073 -4.474 0.0 0.0 -0.1 0.053
H -4.009 -1.196 -3.688 0.1 0.0 0.0 0.106
H -4.240 -2.770 -4.470 0.0 0.0 0.0 0.135
H -2.946 -2.222 -1.743 0.0 0.0 0.0 0.136
H -3.992 -3.588 -2.191 0.0 -0.1 0.0 0.130
C -4.685 2.282 -6.977 0.2 0.0 0.0 -0.106
C -3.558 1.278 -6.797 0.0 0.0 -0.1 -0.096
O -3.945 0.610 -5.591 0.0 0.0 0.0 0.052
C -5.280 0.736 -5.435 0.0 0.0 0.0 -0.576
O -5.925 0.147 -4.628 0.0 0.0 0.0 0.155
O -5.779 1.619 -6.326 -0.1 0.0 -0.1 0.062
H -4.941 2.487 -8.012 -0.1 -0.1 0.0 0.119
H -4.489 3.223 -6.465 0.0 0.0 0.0 0.131
H -3.516 0.542 -7.601 0.0 0.0 0.0 0.134
H -2.579 1.728 -6.665 0.0 0.0 0.1 0.135
C 2.407 0.238 7.613 -0.2 -0.2 0.1 -0.097
C 2.329 -0.196 9.068 0.0 0.0 0.0 -0.101
O 3.636 -0.760 9.286 0.1 0.0 0.0 0.054
C 4.486 -0.212 8.387 -0.2 0.0 -0.1 -0.598
O 5.670 -0.347 8.398 0.1 0.0 0.2 0.135
O 3.810 0.513 7.479 0.2 0.3 0.1 0.029
H 1.841 1.138 7.393 0.1 0.0 0.0 0.122
H 2.139 -0.540 6.894 0.0 0.1 0.0 0.083
H 2.202 0.647 9.747 0.0 -0.2 0.0 0.097
H 1.572 -0.948 9.267 0.1 -0.1 0.0 0.132
C 3.698 4.008 9.329 0.0 0.1 -0.1 -0.100
C 2.747 5.101 8.864 0.1 0.0 0.1 -0.110
O 1.558 4.361 8.568 -0.1 0.1 0.0 0.065
C 1.585 3.202 9.261 0.2 -0.1 -0.2 -0.580
O 0.697 2.416 9.319 -0.3 0.2 0.1 0.160
O 2.788 3.036 9.856 0.0 0.0 0.1 0.049
H 4.386 4.319 10.110 0.0 0.0 0.1 0.131
H 4.251 3.554 8.506 0.0 0.0 0.0 0.137
H 2.522 5.819 9.655 0.0 0.0 0.0 0.128
H 3.073 5.626 7.971 0.0 -0.1 0.0 0.131
C -7.316 4.407 -10.096 -0.1 0.1 0.1 -0.098
C -7.639 5.892 -10.037 -0.1 -0.1 -0.1 -0.099
O -6.854 6.320 -8.914 -0.1 0.2 0.0 0.051
C -5.836 5.454 -8.736 0.0 0.0 0.0 -0.578
O -4.925 5.616 -7.991 0.0 0.0 0.0 0.161
O -6.000 4.369 -9.524 0.0 -0.2 -0.1 0.045
H -7.290 3.994 -11.099 0.1 0.0 0.0 0.132
H -7.983 3.813 -9.469 0.0 0.0 0.0 0.136
H -7.302 6.430 -10.923 0.0 0.0 0.0 0.136
H -8.687 6.113 -9.856 0.0 0.0 0.1 0.130
C -8.033 10.441 -7.543 0.0 -0.1 0.1 -0.107
C -8.013 9.086 -6.853 0.1 0.1 0.0 -0.104
O -9.166 8.449 -7.421 0.0 0.0 0.1 0.058
C -9.430 9.022 -8.613 0.0 -0.1 0.0 -0.586
O -10.201 8.595 -9.412 0.0 0.0 0.0 0.153
O -8.685 10.136 -8.781 0.0 0.1 0.0 0.060
H -7.048 10.851 -7.743 0.0 0.0 -0.1 0.132
H -8.634 11.174 -7.004 0.0 0.0 0.0 0.131
H -7.132 8.498 -7.111 0.0 0.0 0.0 0.125
H -8.113 9.140 -5.773 -0.1 0.0 0.0 0.133

No. 2
9
Properties=species:S:1:pos:R:3:forces:R:3:lowdin_charge:R:1 method="wB97M-V/def2-TZVPD" molar_mass_da=148.01 homo_ha="-0.3400 / -0.3620" energy_ha=-1488.30966 total_charge=0 de_lowest_kj_mol=184.52
C 0.751 -1.094 1.202 1.7 0.5 -1.8 -0.864
N -0.193 0.985 -1.929 -1.4 -3.3 -1.0 -0.435
O 2.362 0.029 -0.458 1.5 -0.3 -0.5 -0.685
S 1.493 0.471 0.639 -0.8 0.8 1.1 0.822
Cl 1.443 -1.630 2.709 -0.2 -0.2 0.5 0.545
Cl 1.142 0.416 -2.678 -0.1 0.5 -0.5 0.621
H -0.303 -0.921 1.192 -0.7 -0.6 0.2 0.029
H 1.210 -1.651 0.334 -1.2 -0.3 1.0 0.057
H -0.040 1.833 -1.505 1.2 2.9 1.0 -0.089